Record 1
This record from OMol25 describes a cluster of 28 separate species, C14H75Cl2NO34 in total. The level of theory is the ωB97M-V functional and the def2-TZVPD basis.

Calculated values
HOMO = -9.54 eV
Kohn-Sham gap = 9.5 eV

Each line ends with the Mulliken charge.
Positions of all 126 atoms, in Å:
C (2.584, -3.647, -0.420)  -0.768
C (1.723, -4.817, -0.772)  -0.699
O (0.348, -4.631, -0.484)  0.029
C (-0.308, -3.754, -1.357)  -0.745
C (-1.782, -3.842, -1.123)  -1.054
C (-2.312, -2.779, -0.221)  -0.274
O (-2.149, -1.434, -0.779)  -0.255
C (-2.149, -1.362, -2.057)  0.685
N (-2.306, -1.277, -3.238)  -0.532
O (-1.492, -2.815, 0.931)  0.867
C (-1.070, -1.656, 1.572)  -0.126
O (-1.819, -0.981, 2.243)  -0.913
C (0.370, -1.414, 1.485)  1.314
O (0.633, -0.035, 1.462)  -0.325
C (1.859, 0.301, 0.873)  -0.830
O (1.665, 0.431, -0.500)  -0.005
C (1.359, 1.773, -0.878)  -1.151
C (0.773, 1.783, -2.236)  -0.567
O (-0.644, 1.952, -2.175)  -0.310
C (-3.739, -3.019, 0.191)  -0.174
Cl (-4.085, -3.170, 1.836)  -0.181
C (-4.773, -3.119, -0.641)  0.414
C (-6.165, -3.326, -0.284)  -1.736
Cl (-4.507, -2.967, -2.329)  -0.042
H (2.804, -3.589, 0.627)  0.285
H (2.188, -2.706, -0.745)  -0.053
H (3.520, -3.760, -0.916)  0.512
H (2.076, -5.668, -0.233)  0.551
H (1.886, -5.039, -1.810)  0.414
H (-0.102, -3.999, -2.381)  0.837
H (0.007, -2.727, -1.236)  -0.064
H (-1.953, -4.768, -0.616)  0.760
H (-2.311, -3.910, -2.042)  0.624
H (0.764, -1.792, 2.419)  0.348
H (0.833, -1.989, 0.715)  -1.016
H (2.601, -0.443, 1.072)  0.473
H (2.137, 1.239, 1.292)  0.642
H (2.277, 2.323, -0.802)  0.352
H (0.666, 2.220, -0.194)  0.667
H (1.144, 2.615, -2.802)  0.420
H (1.051, 0.891, -2.749)  0.307
H (-0.934, 1.580, -1.347)  0.213
H (-6.265, -4.053, 0.491)  0.440
H (-6.741, -3.567, -1.145)  0.497
H (-6.543, -2.395, 0.097)  0.349
O (1.189, -1.332, 5.110)  -0.600
H (0.693, -1.826, 5.769)  0.280
H (0.548, -0.705, 4.759)  0.248
O (-2.053, -7.251, -1.217)  -0.598
H (-2.270, -8.171, -1.046)  0.290
H (-1.100, -7.194, -1.092)  0.283
O (0.326, 4.743, 0.187)  -0.707
H (-0.406, 4.486, -0.388)  0.305
H (-0.103, 5.104, 0.971)  0.342
O (-4.641, 0.511, -0.366)  -0.622
H (-3.844, 0.059, -0.077)  0.266
H (-4.309, 1.276, -0.858)  0.331
O (-6.740, -0.868, -3.911)  -0.584
H (-5.955, -1.358, -3.641)  0.266
H (-6.403, -0.075, -4.337)  0.310
O (-1.174, 6.851, -0.980)  -0.578
H (-0.335, 6.423, -0.745)  0.387
H (-0.922, 7.676, -1.401)  0.286
O (0.557, -1.543, -6.128)  -0.629
H (-0.127, -1.906, -5.556)  0.307
H (0.103, -0.827, -6.588)  0.309
O (-6.832, -3.582, 3.716)  -0.561
H (-7.396, -3.653, 4.490)  0.279
H (-6.249, -2.843, 3.908)  0.294
O (2.736, 1.215, 3.680)  -0.604
H (2.322, 0.548, 4.235)  0.331
H (2.003, 1.795, 3.458)  0.314
O (0.372, 2.303, 4.892)  -0.539
H (-0.216, 2.004, 5.588)  0.286
H (0.925, 2.981, 5.307)  0.320
O (-2.277, 0.053, -6.211)  -0.573
H (-2.696, -0.272, -5.405)  0.322
H (-2.906, 0.681, -6.576)  0.288
O (2.024, 4.496, 5.993)  -0.705
H (2.839, 4.004, 6.130)  0.311
H (2.327, 5.372, 5.738)  0.340
O (-3.541, 5.742, 1.023)  -0.627
H (-4.198, 5.681, 0.327)  0.300
H (-2.957, 6.454, 0.739)  0.313
O (-3.490, 3.161, -1.574)  -0.613
H (-3.220, 4.078, -1.657)  0.301
H (-2.907, 2.696, -2.184)  0.228
O (5.397, -2.117, -0.152)  -0.593
H (5.560, -1.750, -1.028)  0.310
H (5.494, -1.375, 0.450)  0.270
O (5.160, 2.233, -1.519)  -0.588
H (4.556, 1.588, -1.134)  0.260
H (4.580, 2.877, -1.942)  0.358
O (-2.682, 3.600, -4.613)  -0.632
H (-1.890, 3.159, -4.279)  0.319
H (-2.342, 4.366, -5.082)  0.303
O (1.099, -6.626, 1.888)  -0.649
H (0.399, -7.147, 2.286)  0.275
H (0.630, -5.947, 1.387)  0.344
O (8.046, 2.363, -3.020)  -0.646
H (7.466, 2.179, -2.273)  0.314
H (8.559, 3.132, -2.746)  0.322
O (0.986, 7.288, 6.005)  -0.632
H (0.562, 6.611, 6.542)  0.324
H (0.277, 7.888, 5.764)  0.291
O (4.574, 0.153, -3.276)  -0.575
H (3.931, 0.075, -3.997)  0.296
H (5.147, 0.885, -3.519)  0.297
O (-2.275, -2.324, 4.915)  -0.592
H (-2.301, -1.837, 4.079)  0.315
H (-2.851, -1.829, 5.502)  0.278
O (-0.481, -4.351, 2.940)  -0.666
H (-0.993, -4.784, 3.628)  0.275
H (-1.137, -3.868, 2.432)  0.240
O (10.717, 3.128, -1.997)  -0.621
H (10.519, 2.187, -1.975)  0.322
H (11.641, 3.200, -1.749)  0.297
O (-5.298, -3.120, -5.826)  -0.630
H (-5.896, -2.365, -5.820)  0.348
H (-4.993, -3.180, -4.918)  0.361
O (4.501, 5.109, -1.426)  -0.619
H (5.335, 4.686, -1.190)  0.328
H (4.761, 5.932, -1.846)  0.303
O (4.123, 5.539, 7.660)  -0.610
H (3.563, 6.295, 7.857)  0.316
H (4.423, 5.232, 8.520)  0.306

---

Record 2
This record from OMol25 describes a cluster of 4 separate species, C32H66N5O7S in total. The level of theory is the ωB97M-V functional and the def2-TZVPD basis.

Calculated values
Multiplicity = 4
HOMO (spin up / spin down) = -8.01 / -9.11 eV
Kohn-Sham gap (spin up / spin down) = 8.7 / 9.5 eV

Each line ends with the Mulliken charge.
Positions of all 111 atoms, in Å:
N (3.498, -2.275, 1.628)  -0.670
C (4.343, -1.458, 1.163)  0.057
C (4.212, -0.795, -0.192)  -0.876
O (3.008, -0.022, -0.270)  -0.010
S (3.243, 1.580, 0.058)  0.497
O (4.006, 1.618, 1.288)  -0.618
O (1.719, 1.901, 0.387)  -0.165
C (1.180, 1.619, 1.696)  -1.214
C (0.920, 0.163, 2.030)  0.414
O (0.287, 0.258, 3.314)  -0.340
C (0.004, -0.580, 1.059)  -0.275
N (-1.039, 0.275, 0.474)  -0.584
H (2.734, -2.414, 0.964)  0.257
H (5.211, -1.196, 1.764)  0.396
H (5.085, -0.187, -0.429)  0.453
H (4.124, -1.571, -0.953)  0.383
H (0.222, 2.132, 1.703)  0.252
H (1.809, 2.052, 2.468)  0.471
H (1.843, -0.402, 2.130)  0.015
H (0.639, -0.420, 3.887)  0.286
H (-0.477, -1.356, 1.656)  0.498
H (0.600, -1.089, 0.298)  0.214
H (-1.898, -0.254, 0.418)  0.315
H (-0.797, 0.472, -0.489)  0.162
C (-4.288, -1.143, 8.322)  -1.716
C (-2.876, -1.193, 7.718)  1.683
C (-1.936, -0.256, 8.476)  -1.277
C (-2.247, 1.220, 8.232)  -0.542
C (-2.250, 1.540, 6.736)  -1.197
C (-3.131, 0.611, 5.894)  1.952
N (-2.876, -0.819, 6.269)  0.486
O (-1.866, -1.316, 5.646)  -0.602
C (-4.615, 0.973, 6.059)  -1.901
C (-2.786, 0.789, 4.423)  -1.692
C (-2.400, -2.634, 7.846)  -1.904
H (-4.285, -1.675, 9.274)  0.463
H (-4.642, -0.139, 8.534)  0.285
H (-5.008, -1.631, 7.665)  0.358
H (-0.907, -0.458, 8.162)  0.385
H (-1.994, -0.489, 9.541)  0.380
H (-3.204, 1.493, 8.684)  0.308
H (-1.493, 1.834, 8.727)  0.399
H (-2.585, 2.566, 6.573)  0.443
H (-1.223, 1.483, 6.362)  0.266
H (-5.246, 0.228, 5.573)  0.383
H (-4.801, 1.934, 5.581)  0.454
H (-4.937, 1.072, 7.092)  0.332
H (-1.725, 0.650, 4.237)  0.164
H (-3.062, 1.798, 4.114)  0.414
H (-3.337, 0.081, 3.802)  0.465
H (-3.044, -3.307, 7.279)  0.448
H (-2.438, -2.923, 8.896)  0.435
H (-1.380, -2.760, 7.495)  0.378
C (0.605, 3.036, -5.171)  -2.089
C (1.564, 3.167, -3.981)  2.221
C (1.179, 4.365, -3.113)  -1.144
C (1.458, 5.704, -3.792)  -0.620
C (2.919, 5.800, -4.237)  -1.234
C (3.402, 4.608, -5.070)  1.631
N (2.986, 3.322, -4.424)  0.482
O (3.821, 2.941, -3.521)  -0.595
C (2.874, 4.704, -6.510)  -1.660
C (4.922, 4.632, -5.159)  -1.887
C (1.454, 1.885, -3.167)  -1.766
H (-0.351, 2.652, -4.814)  0.474
H (0.392, 3.975, -5.674)  0.357
H (0.997, 2.334, -5.906)  0.405
H (1.743, 4.317, -2.175)  0.273
H (0.123, 4.280, -2.849)  0.454
H (0.788, 5.853, -4.643)  0.339
H (1.244, 6.515, -3.094)  0.398
H (3.074, 6.709, -4.820)  0.373
H (3.550, 5.885, -3.347)  0.396
H (3.101, 3.790, -7.061)  0.365
H (3.366, 5.533, -7.018)  0.469
H (1.806, 4.887, -6.577)  0.286
H (5.386, 4.679, -4.177)  0.373
H (5.225, 5.516, -5.722)  0.435
H (5.299, 3.748, -5.673)  0.444
H (1.762, 1.011, -3.742)  0.523
H (0.418, 1.738, -2.862)  0.438
H (2.070, 1.960, -2.278)  -0.071
C (-0.863, -5.592, -2.021)  -1.888
C (-1.154, -4.086, -2.121)  2.012
C (-2.540, -3.847, -2.717)  -1.292
C (-2.614, -4.200, -4.201)  -0.538
C (-1.541, -3.457, -4.997)  -1.206
C (-0.124, -3.604, -4.431)  1.675
N (-0.133, -3.374, -2.951)  0.415
O (-0.049, -2.126, -2.648)  -0.443
C (0.460, -4.982, -4.779)  -1.740
C (0.787, -2.569, -5.071)  -1.935
C (-1.084, -3.542, -0.704)  -2.029
H (-1.448, -6.011, -1.204)  0.474
H (-1.132, -6.154, -2.910)  0.336
H (0.191, -5.770, -1.806)  0.376
H (-2.803, -2.792, -2.588)  0.345
H (-3.270, -4.427, -2.149)  0.393
H (-2.519, -5.279, -4.346)  0.321
H (-3.598, -3.929, -4.588)  0.392
H (-1.532, -3.807, -6.032)  0.371
H (-1.799, -2.394, -5.027)  0.382
H (1.407, -5.137, -4.260)  0.377
H (0.653, -5.029, -5.850)  0.468
H (-0.198, -5.813, -4.545)  0.315
H (0.388, -1.566, -4.969)  0.334
H (0.880, -2.794, -6.134)  0.444
H (1.781, -2.589, -4.624)  0.456
H (-0.088, -3.678, -0.281)  0.443
H (-1.794, -4.087, -0.081)  0.489
H (-1.338, -2.486, -0.645)  0.214